Record 1
Molecular formula: C14H12BrCaCl4N3O4S
Method: DFT, the ωB97M-V functional and the def2-TZVPD basis

gap between HOMO and LUMO = 2.70 eV

Geometry (Å):
C (2.938, 0.834, 1.655)
C (2.834, 1.032, 0.466)
C (2.519, 1.340, -0.945)
C (1.327, 2.293, -0.860)
C (0.050, 1.698, -0.903)
C (-1.044, 2.492, -0.783)
O (-2.360, 1.904, -0.828)
C (-2.218, 0.784, -0.188)
N (-2.155, -0.289, 0.226)
C (-0.870, 3.874, -0.598)
N (-1.824, 4.796, -0.426)
S (-1.155, 6.235, -0.236)
N (0.450, 5.800, -0.394)
C (0.436, 4.494, -0.560)
C (1.559, 3.621, -0.705)
H (2.770, 0.984, 2.701)
H (3.373, 1.830, -1.419)
H (2.282, 0.428, -1.501)
H (0.013, 0.622, -1.018)
H (2.582, 3.981, -0.659)
C (-0.829, -2.541, 1.109)
O (0.371, -2.879, 1.861)
C (1.144, -3.770, 1.263)
O (1.032, -4.285, 0.224)
O (2.271, -3.941, 2.055)
C (3.236, -4.865, 1.518)
H (-1.373, -1.811, 1.687)
H (-0.553, -2.101, 0.160)
H (-1.459, -3.417, 0.961)
H (3.595, -4.524, 0.532)
H (2.810, -5.861, 1.450)
H (4.081, -4.898, 2.211)
Ca (3.403, -2.249, 1.488)
Br (1.968, -2.708, -1.274)
C (-5.561, -1.303, -1.600)
Cl (-6.167, -0.550, -3.075)
Cl (-6.846, -1.448, -0.399)
Cl (-4.855, -2.883, -1.951)
H (-4.784, -0.671, -1.190)
Cl (-2.993, 7.949, -0.051)


Record 2
Molecular formula: C25H38AsBr2FNNiO4SSi3
Method: DFT, the ωB97M-V functional and the def2-TZVPD basis

gap between HOMO and LUMO (alpha / beta) = 7.27 / 7.25 eV
net charge = -1
multiplicity = 3
relative energy (zero: lowest compared OMol25 entry of this formula, charge and spin) = 10.9 kcal per mole

Geometry (Å):
Ni (-0.485, -0.120, -1.240)
Br (-3.409, -2.499, 2.321)
C (-3.896, -1.357, 0.889)
C (-5.257, -1.144, 0.622)
C (-5.660, -0.317, -0.388)
Br (-7.522, -0.064, -0.692)
C (-4.704, 0.346, -1.196)
C (-4.983, 1.231, -2.264)
C (-3.962, 1.798, -2.972)
C (-2.630, 1.490, -2.631)
N (-2.354, 0.694, -1.632)
C (-3.346, 0.112, -0.916)
C (-2.876, -0.751, 0.153)
O (-1.626, -0.867, 0.362)
H (-5.995, -1.647, 1.232)
H (-6.014, 1.442, -2.516)
H (-4.161, 2.468, -3.797)
H (-1.771, 1.858, -3.180)
C (-0.934, 4.194, -1.253)
Si (0.798, 3.667, -0.761)
C (1.487, 4.992, 0.362)
C (1.870, 3.503, -2.268)
As (0.623, 1.549, 0.200)
Si (2.853, 0.861, 0.472)
C (3.625, 0.547, -1.187)
C (3.003, -0.577, 1.640)
C (3.853, 2.248, 1.273)
Si (-0.313, 1.752, 2.336)
C (0.457, 3.089, 3.394)
C (-2.106, 2.192, 2.093)
C (-0.161, 0.108, 3.190)
H (-1.102, 5.248, -1.014)
H (-1.704, 3.603, -0.756)
H (-1.065, 4.056, -2.328)
H (1.635, 5.900, -0.232)
H (2.444, 4.708, 0.800)
H (0.800, 5.228, 1.177)
H (1.597, 4.275, -2.994)
H (1.693, 2.523, -2.722)
H (2.931, 3.614, -2.030)
H (2.979, -0.017, -1.861)
H (4.551, -0.017, -1.035)
H (3.872, 1.499, -1.661)
H (2.316, -1.390, 1.408)
H (2.830, -0.246, 2.666)
H (4.029, -0.951, 1.569)
H (4.118, 3.022, 0.547)
H (4.785, 1.834, 1.673)
H (3.322, 2.727, 2.096)
H (0.179, 4.081, 3.034)
H (1.547, 3.033, 3.417)
H (0.091, 2.986, 4.421)
H (-2.227, 3.033, 1.406)
H (-2.554, 2.468, 3.052)
H (-2.655, 1.342, 1.684)
H (0.780, 0.016, 3.733)
H (-0.235, -0.700, 2.458)
H (-0.988, -0.014, 3.896)
F (0.248, 0.791, -2.769)
C (1.557, -7.915, 0.486)
C (1.370, -6.532, -0.081)
C (0.188, -5.827, 0.123)
C (0.008, -4.561, -0.415)
C (1.023, -3.994, -1.171)
C (2.212, -4.676, -1.387)
C (2.377, -5.939, -0.839)
S (0.818, -2.351, -1.784)
O (-0.616, -2.184, -2.085)
O (1.726, -2.189, -2.886)
O (1.112, -1.479, -0.615)
H (0.767, -8.160, 1.195)
H (2.515, -8.003, 1.003)
H (1.542, -8.669, -0.304)
H (-0.603, -6.271, 0.717)
H (-0.907, -4.006, -0.249)
H (2.985, -4.214, -1.986)
H (3.305, -6.476, -1.003)


Record 3
Molecular formula: CH2Cl2OSi
Method: DFT, the ωB97M-V functional and the def2-TZVPD basis

gap between HOMO and LUMO (alpha / beta) = 7.81 / 7.69 eV
relative energy (zero: lowest compared OMol25 entry of this formula, charge and spin) = 59.3 kcal per mole

Geometry (Å):
C (1.947, 0.348, 0.605)
O (2.954, -0.208, 0.329)
Si (-1.353, -0.430, -0.077)
Cl (-1.997, 1.350, -0.756)
Cl (-1.383, -1.818, -1.610)
H (1.824, 1.400, 0.365)
H (-1.993, -0.642, 1.144)


Record 4
Molecular formula: CHClN4OP
Method: DFT, the ωB97M-V functional and the def2-TZVPD basis

gap between HOMO and LUMO = 8.00 eV
net charge = -1
relative energy (zero: lowest compared OMol25 entry of this formula, charge and spin) = 51.7 kcal per mole

Geometry (Å):
C (0.443, -0.048, 0.255)
N (1.723, -1.058, -1.220)
N (1.421, -0.844, 0.045)
N (0.093, 0.294, -1.537)
N (0.960, -0.373, -2.006)
O (-1.603, 1.338, 0.903)
P (-0.464, 0.483, 1.626)
Cl (-1.425, -1.333, 1.864)
H (-1.148, 1.541, 0.070)